Record 1
ORCA calculation (wB97M-V/def2-TZVPD) on 2 unconnected molecules or ions with the total composition C3H4N2 at a distorted geometry.

Computed properties:
E_LUMO: 1.2036 eV
HOMO energy: -10.04 eV
SMILES: C#CC.N#N
Electronic energy: -226.19163 Ha
Total charge: 0

Geometry (Å):
N 0.9401 2.2468 -1.8801
N 0.3036 2.2707 -0.9857
C -0.2990 -0.1158 1.1902
C -0.1507 -0.9359 0.0086
C 0.0275 -1.5917 -0.9763
H 0.1847 -2.1611 -1.8415
H -0.6178 -0.7230 2.0365
H 0.6586 0.3510 1.4245
H -1.0470 0.6591 1.0239



Record 2
ORCA calculation (wB97M-V/def2-TZVPD) on 2 unconnected molecules or ions with the total composition C3H7N2O2 at a distorted geometry.

Computed properties:
E_LUMO: -4.4823 eV
HOMO energy: -13.55 eV
Electronic energy: -378.02717 Ha
Total charge: +1

Geometry (Å):
O 0.6944 -0.7565 -0.9665
O -0.5140 -0.3848 1.4280
N 0.7537 1.3513 -0.0459
N 2.1132 -0.9767 -0.3317
C -2.5914 -0.3111 0.1179
C -1.5176 -0.3965 0.7901
C 0.0803 0.3080 -0.7632
H 2.5643 -1.5096 -1.0299
H -2.4769 0.1460 -0.8532
H 1.9256 -1.5123 0.5228
H 1.4268 0.7656 0.4250
H 0.9401 2.2245 -0.5466
H -3.5553 -0.5752 0.4732
H 0.1568 1.6274 0.7801



Record 3
ORCA calculation (wB97M-V/def2-TZVPD) on a molecular structure, C35H68N12O3Ti at a distorted geometry.

Computed properties:
E_LUMO (spin up / spin down): 0.4077 / 0.4065 eV
HOMO energy (spin up / spin down): -4.90 / -7.91 eV
<S²>: 2.008
Electronic energy: -3106.68317 Ha
Multiplicity: 3
Total charge: 0

Geometry (Å):
Ti 1.1760 0.2079 -0.6310
O -3.8161 2.6470 2.4854
O -0.5396 0.7126 0.1607
O -3.3067 -1.9796 2.4615
N -0.4130 -4.4374 0.8451
N -1.4053 1.1195 -2.8195
N -1.8358 -0.7052 1.3219
N 1.3193 0.9282 2.7482
N -2.2910 1.6428 1.1464
N 2.9650 -0.8985 -1.2965
N 0.4740 -0.1875 -2.6197
N 0.2428 -2.6351 -0.6196
N 3.3011 -0.1389 3.4668
N 2.7934 0.2493 1.1758
N -1.8509 -3.5676 -0.7422
N -0.8604 -0.4395 -4.5542
C 2.4528 5.2195 -2.8078
C 4.1912 -0.2245 -0.8311
C -2.3709 -2.4523 -1.5110
C 2.7249 -2.2253 -0.6309
C -4.9742 0.0751 0.9190
C -0.9219 2.4647 -2.5900
C 2.5200 3.2403 -1.3392
C 1.0983 2.2860 2.2714
C -3.0041 -0.8851 2.0087
C 4.0081 -1.3955 3.3624
C 3.0934 4.5805 -1.5706
C 1.4031 -2.3217 0.1879
C 0.5157 0.5072 3.8723
C 4.6056 4.4563 -1.7932
C 2.8516 -0.9222 -2.7780
C 2.0590 2.1230 -1.1313
C 2.5276 0.3273 2.4291
C -2.8266 1.0239 -3.0603
C -4.7921 0.1728 3.4589
C 2.8379 5.4759 -0.3512
C -4.0296 0.2603 2.1444
C -2.8625 -4.4930 -0.2759
C -0.6072 -3.4904 -0.1724
C -1.4046 0.3796 -5.6138
C 0.7535 -5.2860 0.8394
C -0.5467 0.1447 -3.3205
C 1.4189 -1.1618 -3.2329
C 4.1634 0.0272 0.6898
C -1.5511 0.5009 0.8574
C -3.3870 1.6298 1.9875
C -1.0369 -4.1785 2.1290
C -3.8959 0.2669 4.6862
C -1.2182 -1.8404 -4.6155
C 3.3556 0.5423 4.7438
C -6.1182 1.0727 0.8173
H 5.0743 -0.8210 -1.0961
H -6.6533 0.9300 -0.1229
H 1.7680 5.5747 -0.1614
H 1.1014 -2.1615 -2.9266
H 1.6928 3.0173 2.8354
H 1.5475 -2.9905 1.0391
H -2.4970 0.3354 -5.6693
H -2.7194 -2.8050 -2.4868
H 2.8542 -0.0287 5.5317
H 1.2034 -1.3717 0.7128
H 5.0445 5.4415 -1.9734
H 4.3976 0.6902 5.0357
H -3.4251 -4.0775 0.5664
H 2.6247 4.6035 -3.6913
H 1.3386 2.3797 1.2126
H 0.1352 2.4658 -2.3277
H 3.5636 -2.4242 0.0397
H -4.4811 0.2181 5.6054
H -3.1204 -0.0067 -3.2527
H 3.1805 0.0518 -3.1431
H -2.4193 -5.4416 0.0182
H -5.5334 0.9718 3.4813
H -1.8179 -3.4223 2.0316
H 5.0910 4.0178 -0.9194
H -1.8646 2.5365 0.9423
H -6.8411 0.9492 1.6237
H 3.2534 6.4730 -0.5214
H 5.0578 -1.3014 3.0701
H -3.5612 -4.6789 -1.0927
H 1.3741 5.3235 -2.6743
H 4.2309 0.7250 -1.3632
H 1.3713 -1.1076 -4.3235
H 0.4848 -6.2871 1.1880
H -3.3468 1.2109 4.7046
H -0.5229 0.3663 3.5540
H -1.0814 3.0967 -3.4756
H 0.8793 -0.4457 4.2518
H -0.7676 -2.3937 -3.7970
H 2.8867 1.5213 4.6647
H -1.4752 -5.0922 2.5415
H 1.1470 -5.3773 -0.1715
H -4.3694 0.1113 0.0077
H -5.7702 2.1058 0.8487
H -0.8783 -2.2878 -5.5531
H 4.7703 0.9128 0.8980
H 2.7126 -3.0168 -1.3854
H -3.1841 -0.5593 4.7115
H -1.4742 2.9115 -1.7598
H 0.0421 2.5339 2.4092
H -3.1728 1.6524 -3.8886
H -1.1041 1.4175 -5.4835
H 3.5041 -2.0449 2.6426
H 3.5043 -1.6999 -3.1981
H 2.8706 6.2133 -2.9895
H 3.3000 5.0552 0.5433
H -5.3558 -0.9465 0.9963
H -0.3026 -3.7981 2.8521
H -3.2142 -1.9887 -0.9915
H -1.5901 -1.7102 -1.6483
H 3.9739 -1.8885 4.3372
H 1.5646 -4.9306 1.4895
H -2.3052 -1.9823 -4.5547
H 4.6570 -0.8106 1.1900
H -5.3208 -0.7819 3.4561
H -3.3581 1.3533 -2.1630
H 0.5301 1.2366 4.6908
H -1.0114 0.0389 -6.5738
H 4.8211 3.8196 -2.6527



Record 4
ORCA calculation (wB97M-V/def2-TZVPD) on 5 unconnected molecules or ions with the total composition C31H67N8O10P2S3.

Computed properties:
E_LUMO: -5.0541 eV
HOMO energy: -10.64 eV
Electronic energy: -4288.80398 Ha
Total charge: +1

Geometry (Å):
S 4.1916 0.1177 -1.6928
S 4.4860 -2.8286 -1.5659
S 0.7071 1.9207 3.4658
P 1.8961 -5.3423 1.0445
P 2.2464 -6.7004 2.7371
O -0.9017 5.9113 -6.3370
O -0.1606 3.2140 3.1401
O 1.8884 1.9275 2.6625
O 2.6068 -5.8569 4.0311
O 0.8267 1.8101 4.8806
O 0.7995 1.0642 -5.0014
O 0.8278 -7.3814 3.0433
O -0.0123 -5.8920 9.6072
O -3.6846 3.3186 -1.4289
O 3.2712 -7.6481 2.3214
N -1.3886 -2.4680 2.2085
N -0.9635 -3.2834 3.1600
N -3.2886 4.0986 1.3479
N 0.7584 -5.8608 6.8281
N 5.0151 -1.1323 0.4831
N 6.4001 -0.7946 2.1743
N -0.7058 7.6599 -8.6766
N 1.1208 1.8703 -2.2285
C -1.5970 -1.3695 0.0586
C -0.4900 5.4220 -7.6003
C 4.3130 -1.4026 1.6358
C -3.1976 5.0845 0.2643
C -1.6218 0.0266 0.7140
C 1.2991 -6.2378 9.2179
C 0.0186 3.7023 -3.3654
C -0.9704 6.2266 -8.8144
C -2.4441 6.0296 -9.1586
C -2.2433 5.6157 -5.9930
C 1.6252 2.1583 -4.6475
C 1.7805 -2.3933 -0.9758
C 5.1785 -1.1791 2.6550
C 0.0267 -3.3136 0.5296
C -0.4592 1.4083 -5.5505
C -0.2693 0.4186 1.3489
C 6.2772 -0.7671 0.8859
C 4.5794 -1.1974 -0.8564
C -0.9725 -2.4119 0.9456
C -0.0012 -4.0965 2.8055
C 1.4307 -6.7585 7.7843
C 0.5510 -4.1697 1.5023
C -0.8541 -6.9730 9.9682
C 0.9247 -8.1812 7.5701
C -2.8729 4.4252 -1.0799
C -4.4600 5.9405 0.2653
C -4.9687 3.6402 -1.9318
C 1.2708 2.8388 -3.3214
C 2.7449 -2.7994 -2.0957
C -0.3006 0.5717 2.8823
C 0.5437 -3.3189 -0.8726
H 1.6562 2.8898 -5.4657
H -5.2937 2.8042 -2.5504
H -4.5257 6.5539 -0.6346
H -3.9418 3.3768 1.0544
H 2.7013 -2.0888 -2.9209
H -2.6324 6.3623 -10.1783
H -0.1620 -8.2208 7.5007
H -1.8857 0.7633 -0.0433
H -1.3576 -7.4066 9.1010
H -2.4275 0.0782 1.4535
H -0.8953 3.1088 -3.3096
H -1.2125 1.5736 -4.7762
H 0.6018 5.4707 -7.5785
H -2.6068 -1.6856 -0.2144
H -0.2955 -7.7535 10.4926
H -0.2056 -3.0449 -1.6132
H 1.9911 1.3651 -2.0930
H 0.1344 -0.2761 3.4131
H -1.8591 4.0226 -1.0182
H -4.4560 6.6058 1.1275
H -5.6995 3.7732 -1.1314
H -1.0931 7.9711 -7.7901
H 1.1846 -4.9389 6.8953
H 0.0589 1.3741 0.9378
H 1.8722 -5.3102 9.2924
H -0.9536 2.9945 2.6351
H 1.3194 -8.5828 6.6365
H -4.9388 4.5434 -2.5485
H 1.9077 -5.8754 4.7132
H -0.9955 -1.2933 -0.8436
H -2.5462 4.6282 -6.3557
H 2.6297 1.7375 -4.5531
H 0.2933 7.8172 -8.5865
H -2.9186 6.3801 -6.3818
H 3.0115 -4.4890 1.1414
H -5.3625 5.3337 0.3359
H -2.3961 3.6206 1.4335
H -0.7652 4.3616 -7.7015
H -0.7840 0.5703 -6.1666
H -1.6158 -6.5775 10.6378
H 0.8657 -4.3331 -1.1170
H -0.3866 5.8642 -9.6660
H -3.0942 6.6144 -8.5087
H 2.5350 -3.7899 -2.4975
H 0.4643 1.1616 -2.5482
H -2.1078 -1.8214 2.5130
H 0.5190 -0.2938 1.1018
H -2.7356 4.9798 -9.0861
H -2.3559 5.7458 0.4895
H 4.9584 -1.2855 3.7044
H -2.8755 5.1658 -1.8915
H 0.0073 4.3757 -2.5084
H 2.3146 -2.4757 -0.0297
H 1.4455 -1.3716 -1.1529
H 1.2423 -8.8392 8.3791
H 0.0861 -6.9591 2.5942
H -0.3862 2.3007 -6.1798
H -0.0206 4.3121 -4.2711
H 3.2861 -1.7203 1.6802
H 7.0248 -0.5153 0.1514
H -1.3115 0.7199 3.2696
H 0.3649 -4.7356 3.5973
H 2.4990 -6.7563 7.5490
H -2.3124 5.6270 -4.9045
H 2.1144 3.4905 -3.0767
H 1.7387 -6.9464 9.9310
H -0.1930 -5.7150 7.1561



Record 5
ORCA calculation (wB97M-V/def2-TZVPD) on 4 unconnected molecules or ions with the total composition C2H12O3S2.

Computed properties:
E_LUMO: 0.5461 eV
HOMO energy: -8.83 eV
SMILES: CSSC.O.O.O
Electronic energy: -1105.49846 Ha
Total charge: 0

Geometry (Å):
S 1.7920 -0.8762 0.2984
S 0.7137 0.7907 0.6608
O -1.2339 0.6462 -2.1968
O -1.8167 -1.0923 2.2605
O -2.9935 0.2114 0.0250
C 0.9165 -1.5978 -1.1182
C 1.3489 1.9838 -0.5530
H 1.0013 -0.9611 -1.9833
H -2.7222 -0.0412 0.9207
H -1.7642 -0.7324 3.1553
H -1.8290 1.2677 -2.6253
H 1.3400 -2.5813 -1.3147
H 2.3573 2.2507 -0.2663
H -1.6681 0.4218 -1.3554
H -3.5422 -0.5350 -0.2376
H -0.1124 -1.7572 -0.8598
H -1.0404 -0.7629 1.7927
H 1.3161 1.5383 -1.5453
H 0.6990 2.8523 -0.4976